No. 1
The following is a DFT calculation (the ωB97M-V functional and the def2-TZVPD basis) of C10H35BBeCsFKN4O8P as an isolated structure.

Element x y z (Å)
B (3.8162, 0.8657, 3.5350)
N (3.8672, -0.4052, 4.4100)
H (2.9582, 0.6817, 2.7379)
H (4.8472, 0.9036, 2.9707)
H (3.5577, 1.8370, 4.1497)
H (3.6352, -1.1758, 3.7131)
H (4.8949, -0.5825, 4.6159)
Cs (2.6397, -0.9890, 1.7353)
F (3.3334, -2.4197, 6.0878)
N (0.6738, -4.2541, 6.7613)
H (0.5793, -4.8025, 5.8985)
H (0.6673, -4.8859, 7.5708)
H (1.5585, -3.7335, 6.7408)
H (-0.1097, -3.5948, 6.8354)
C (1.4440, -4.0811, -4.1529)
N (1.8037, -4.1583, -2.7113)
O (2.1638, -3.1111, -2.1609)
O (1.7145, -5.2679, -2.1729)
H (1.5684, -3.0510, -4.4934)
H (2.1143, -4.7504, -4.6961)
H (0.4031, -4.3964, -4.2501)
O (3.4145, -7.7401, -6.2368)
P (2.4387, -6.9442, -7.1190)
O (2.8433, -7.0937, -8.5947)
O (2.4846, -5.4593, -6.7225)
O (1.0122, -7.4830, -6.9216)
K (1.4614, -4.1749, 9.2931)
C (-5.3515, 4.5252, -2.9369)
C (-5.5955, 4.2702, -1.4519)
C (-4.3754, 4.5142, -0.5552)
N (-3.4503, 3.2806, -0.3226)
C (-2.2359, 3.8024, 0.4842)
C (-1.1326, 2.7607, 0.6199)
C (-0.6853, 2.2455, -0.7378)
C (-1.8647, 1.6805, -1.5095)
C (-2.9867, 2.6989, -1.6591)
C (-4.2042, 2.2375, 0.5072)
H (-4.6776, 3.7988, -3.3902)
H (-6.2997, 4.4647, -3.4821)
H (-4.9368, 5.5259, -3.0995)
H (-6.0284, 3.2766, -1.3143)
H (-6.3706, 4.9821, -1.1396)
H (-4.7110, 4.8232, 0.4424)
H (-3.7508, 5.3167, -0.9651)
H (-1.8506, 4.6812, -0.0465)
H (-2.6032, 4.1180, 1.4673)
H (-0.2761, 3.2105, 1.1354)
H (-1.4619, 1.9246, 1.2464)
H (0.0825, 1.4737, -0.6122)
H (-0.2271, 3.0622, -1.3098)
H (-2.2350, 0.7742, -1.0174)
H (-1.5299, 1.3728, -2.5072)
H (-3.8510, 2.2211, -2.1305)
H (-2.6461, 3.5410, -2.2721)
H (-5.0600, 1.8738, -0.0648)
H (-4.5382, 2.7107, 1.4369)
H (-3.5416, 1.4008, 0.7334)
Be (4.3804, -2.9752, -2.3431)
O (5.9254, -5.1452, 0.7679)
H (5.1342, -5.2176, 0.2660)
O (7.3932, 2.4015, 2.7747)
H (7.0701, 1.5824, 3.1791)
H (6.7064, 3.0525, 2.9833)

Forces on the atoms, in the same order (eV/Å):
B 0.2159 -0.0643 1.1431
N 0.8866 -1.0906 -1.3428
H -0.1203 2.6747 0.9062
H 0.9626 0.6563 -1.1582
H -0.0812 0.9584 0.4863
H 1.1136 0.5671 2.6305
H -1.9450 -0.0833 -0.0545
Cs -0.7762 -3.2431 -2.9146
F -1.7371 -1.6692 1.2142
N -0.7709 -0.4197 -0.2991
H 0.1675 0.0334 -0.0347
H -0.7136 -0.5796 -1.4242
H 1.8068 1.2771 -0.9840
H -0.0118 0.0457 -0.1333
C 0.1463 0.2449 -0.0050
N -1.2430 -1.4994 -0.0257
O 0.0545 -0.4848 0.2944
O 0.4851 2.0729 -0.4414
H 0.0537 -0.2540 0.1941
H -0.1725 -0.0891 -0.1376
H 0.2765 -0.1761 -0.0040
O -0.7752 0.3836 0.0019
P 0.1416 0.3460 -0.0697
O -0.6265 0.2088 0.5097
O 0.3615 -0.5607 -0.1244
O 0.7982 -0.2641 -0.2241
K 1.2611 0.7625 1.8439
C -0.1102 0.0050 -0.2426
C 0.0726 0.2626 -0.2397
C -0.0679 -0.6420 0.2063
N -0.2319 0.5193 0.4000
C -0.0794 -0.3110 -0.1283
C 0.0879 -0.0683 0.0739
C 0.2086 -0.0432 -0.0479
C 0.0953 -0.1436 0.0482
C 0.0351 -0.1643 0.1735
C 0.4009 0.4614 -0.4067
H -0.0354 0.0824 -0.0200
H 0.1881 0.0489 0.0849
H -0.0588 -0.1382 0.0132
H 0.0622 0.0494 0.1530
H 0.1881 -0.1919 0.1677
H 0.2627 -0.1722 -0.1281
H -0.0115 -0.3082 0.0524
H -0.2202 -0.1853 -0.0039
H -0.1076 -0.0263 -0.2943
H -0.2825 0.0679 0.0308
H 0.0099 0.1051 0.0007
H -0.1195 0.1847 -0.0563
H -0.0108 -0.0869 0.0554
H 0.0017 0.0575 -0.0693
H -0.2717 0.0934 0.1008
H 0.0500 0.3078 0.1283
H -0.1639 -0.0612 0.1869
H 0.1829 0.1286 0.0821
H 0.1040 -0.0704 -0.2724
H -0.0828 0.2260 -0.0822
Be 0.3848 0.1622 0.1673
O 0.9994 0.3026 0.8818
H -1.1811 -0.2038 -0.8285
O -0.1491 0.1177 0.2493
H -0.0731 0.2624 -0.2117
H 0.1645 -0.3812 -0.0720

Values from the calculation:
molecular weight = 581.2 g mol⁻¹
energy = -63213.5142 eV
HOMO-LUMO gap = 1.5 eV
HOMO = -4.900 eV



No. 2
The following is a DFT calculation (the ωB97M-V functional and the def2-TZVPD basis) of C10H35HgN4O11 as an isolated structure.

Element x y z (Å)
Hg (3.6824, -0.9462, 1.1312)
C (-0.0709, -0.6381, 0.2373)
C (1.0922, -0.0013, -0.4833)
O (2.1919, -0.8731, -0.6651)
H (-0.9567, -0.0258, 0.0685)
H (0.0388, -0.6448, 1.3217)
H (-0.2390, -1.6509, -0.1290)
H (1.3794, 0.8327, 0.1571)
H (0.7739, 0.4723, -1.4120)
C (-2.5355, 1.1758, -2.4896)
C (-3.9022, 0.4682, -2.4093)
O (-4.3672, 0.1095, -3.7017)
O (-2.7740, 2.5187, -3.0374)
H (-1.9312, 0.5737, -3.1681)
H (-2.0653, 1.2618, -1.5099)
H (-4.7536, 1.1028, -2.1635)
H (-3.8568, -0.4431, -1.8131)
H (-4.4193, 0.8995, -4.2446)
H (-1.9481, 2.9834, -3.1905)
C (-3.1898, -1.8385, 4.2859)
C (-2.4018, -1.1251, 3.1700)
O (-2.4131, 0.2717, 3.3181)
O (-2.3793, -2.0472, 5.4659)
H (-3.5882, -2.7355, 3.8118)
H (-4.1057, -1.2636, 4.4229)
H (-2.8892, -1.2754, 2.2067)
H (-1.3448, -1.3522, 3.0307)
H (-2.9048, 0.5643, 2.5472)
H (-1.7711, -2.7809, 5.3502)
C (-0.3410, 2.6628, 2.6194)
C (0.5926, 3.7546, 2.1174)
O (-0.0279, 4.2996, 0.9124)
O (0.0924, 1.7255, 3.5641)
H (-0.8341, 2.0999, 1.8268)
H (-1.1255, 3.1600, 3.1898)
H (1.5676, 3.2956, 1.9537)
H (0.7919, 4.5110, 2.8764)
H (0.3547, 5.1066, 0.5603)
H (-0.7317, 1.2500, 3.6915)
C (0.5792, -3.7784, -2.2810)
O (0.0050, -4.7753, -2.6979)
N (1.6106, -3.6904, -1.4514)
N (0.2382, -2.5948, -2.6792)
H (2.0044, -2.8006, -1.1808)
H (2.1057, -4.5000, -1.1056)
H (0.9158, -1.8789, -2.4591)
H (-0.5877, -2.5821, -3.2604)
C (4.1700, 1.0176, -3.3494)
O (4.9971, 1.2468, -2.4938)
N (2.9688, 1.5304, -3.2580)
N (4.3635, 0.1963, -4.3724)
H (2.7256, 2.1136, -2.4701)
H (2.3609, 0.9465, -3.8144)
H (3.7013, -0.0055, -5.1078)
H (5.2876, -0.2040, -4.4484)
O (2.7790, 0.7181, 2.7582)
H (3.2244, 1.5648, 2.7289)
H (1.8685, 0.9328, 2.9608)
O (2.1267, -2.6534, 1.7065)
H (1.3053, -2.7583, 1.2263)
H (2.5602, -3.5033, 1.6290)

Forces on the atoms, in the same order (eV/Å):
Hg -2.2172 0.8314 -1.4618
C -0.3852 -0.1484 -0.0514
C 0.4157 0.2862 1.4162
O 1.1373 0.1205 0.8261
H -0.1899 -0.1627 -0.1536
H 0.3342 -0.1179 0.1217
H -0.2637 -0.0058 -0.0572
H 0.2361 0.4756 -0.1567
H 0.2420 -0.3389 -0.4804
C -1.1679 1.0107 -0.2832
C -0.4627 0.9006 -1.1421
O 0.6717 -1.1712 -0.7977
O -0.1213 -1.3448 0.4036
H 0.2458 0.0403 -0.0402
H 0.0476 -0.0287 0.1208
H 0.6575 0.4745 1.6556
H 0.0056 0.0985 0.0195
H 0.0082 0.1946 0.0405
H 0.1397 -0.1527 0.0281
C 1.5110 -0.3507 -1.0262
C -0.3754 -0.2032 -0.2678
O -0.0800 1.5355 0.0468
O -1.3442 0.6646 -0.5667
H 0.3403 -0.6847 0.4210
H 0.3788 0.3372 0.9571
H -0.0956 -0.8322 -0.0580
H -0.0063 -0.9690 0.4781
H -0.0347 0.7080 0.3275
H -0.1847 -0.1274 -0.3011
C -2.1420 1.2649 0.2935
C 0.1530 -0.0595 -0.6543
O 0.1739 -1.2577 1.0228
O 2.2481 -0.5059 -0.0527
H 0.2427 0.4245 -0.6781
H -0.5031 0.5615 -0.6462
H 0.3578 -0.0220 -0.6900
H -0.4084 0.1482 0.0099
H 0.4201 0.0599 0.5362
H -0.2900 -0.8733 0.5690
C -0.8977 -3.0258 -1.1190
O 0.4446 -0.4044 0.8422
N 2.7484 -1.1932 2.7384
N -1.2467 3.3123 -0.9782
H -0.1509 0.0552 -0.1806
H -0.3840 -0.0827 -0.4701
H -0.8764 0.6036 -0.7065
H 0.4030 0.7375 -0.1307
C 1.4642 0.1714 1.7287
O 1.6555 0.1033 0.7726
N -2.7691 0.3864 -1.0392
N 0.9767 -1.6233 -1.6983
H -0.1453 -0.4427 -0.3298
H -1.1916 1.0031 0.5522
H 0.2164 0.2610 0.2060
H -0.2695 0.0686 -0.0677
O 1.2812 -0.6947 -0.6138
H 0.2806 0.3555 0.0700
H -1.4517 0.0504 0.3915
O 0.6594 -0.0899 0.7095
H -0.5026 0.2447 -0.5727
H 0.0607 -0.5771 0.1668

Values from the calculation:
molecular weight = 588.0 g mol⁻¹
energy = -43584.3730 eV
energy relative to the best compared isomer or geometry (same formula, charge and spin) = 0.0 kcal/mol
charge = +1
HOMO-LUMO gap = 4.7 eV
HOMO = -12.085 eV



No. 3
The following is a DFT calculation (the ωB97M-V functional and the def2-TZVPD basis) of a 7-piece molecular cluster, C10H35N13O7 overall.

Element x y z (Å)
C (1.3475, 2.9217, 4.2781)
O (0.9266, 1.8556, 4.0090)
N (1.5606, 3.4790, 5.4577)
N (1.8084, 3.7546, 3.3229)
H (1.3057, 2.9348, 6.2694)
H (1.9918, 4.3922, 5.4397)
H (1.3618, 3.4724, 2.4621)
H (2.3687, 4.5843, 3.4564)
C (0.9439, 3.3801, -0.2803)
O (0.8540, 3.8841, 0.8361)
N (0.9928, 4.0937, -1.3973)
N (1.1024, 2.1468, -0.5289)
H (0.8556, 3.7057, -2.3196)
H (0.9004, 5.0556, -1.1036)
H (1.3181, 1.8557, -1.4717)
H (1.0946, 1.4741, 0.2244)
C (-0.2162, -4.1652, 2.3275)
O (0.6044, -5.0501, 2.2597)
N (-1.2237, -3.9969, 1.4885)
N (-0.0488, -3.1989, 3.1707)
H (-1.8006, -3.1952, 1.6997)
H (-1.4859, -4.8014, 0.9370)
H (-0.5782, -2.3491, 3.0378)
H (0.7799, -3.2689, 3.7438)
C (-2.3835, -2.9731, -2.0223)
O (-2.9212, -3.3670, -2.9778)
N (-1.1720, -3.3912, -1.7276)
N (-2.8576, -2.0626, -1.1565)
H (-0.6547, -3.8694, -2.4514)
H (-0.6083, -3.0082, -0.9822)
H (-2.2463, -1.4660, -0.6176)
H (-3.7185, -1.5972, -1.4064)
C (-4.0879, -0.3759, 2.6784)
O (-3.2424, -0.8999, 3.3762)
N (-4.0399, -0.4363, 1.4033)
N (-4.8470, 0.5393, 3.0875)
H (-4.8124, -0.0351, 0.8912)
H (-3.3944, -1.0750, 0.9612)
H (-4.7611, 0.8169, 4.0548)
H (-5.6438, 0.7675, 2.5103)
C (-0.2856, -0.4902, 1.3520)
O (-1.1199, -0.7896, 0.4828)
N (-0.6318, -0.1897, 2.5740)
N (1.0444, -0.3771, 1.1498)
H (-0.0424, 0.4272, 3.1144)
H (-1.6179, -0.2940, 2.7661)
H (1.6654, -0.2930, 1.9419)
H (1.3468, -0.7330, 0.2542)
C (3.0669, 0.6378, -5.3107)
C (2.9130, -0.2473, -4.0557)
C (2.4615, 0.2882, -2.6858)
O (1.4853, 1.3578, -2.8751)
C (0.1747, 0.7201, -3.0519)
N (2.1406, -1.4328, -4.3777)
H (3.8792, 1.3447, -5.1421)
H (2.0928, 1.0687, -5.5419)
H (3.3541, -0.0103, -6.1387)
H (3.9085, -0.6746, -3.9353)
H (3.3582, 0.7851, -2.3156)
H (2.2355, -0.5435, -2.0185)
H (-0.1113, -0.0925, -2.3841)
H (0.1334, 0.4445, -4.1056)
H (-0.5169, 1.5376, -2.8478)
H (2.4807, -1.8874, -5.2130)
H (1.2121, -1.0882, -4.5757)

Forces on the atoms, in the same order (eV/Å):
C 1.9202 1.6645 1.9202
O -1.4904 -2.8760 -0.7204
N -0.2273 -0.1472 1.3832
N -0.4067 0.4832 -2.2216
H 0.1735 0.5840 0.3206
H -0.2192 -0.3112 1.0354
H 0.1523 0.9635 -1.4777
H 0.0074 -0.0480 -0.3090
C 0.2333 0.3300 -2.6052
O 0.0731 0.8960 2.6266
N -0.3269 2.8120 0.6035
N -0.0107 -3.8497 2.5157
H 0.0268 0.3847 0.1991
H -0.0936 0.4198 -1.4679
H 0.3448 -0.3610 -0.7945
H -0.1117 -0.2047 0.0756
C 1.6204 -1.7154 -1.3091
O 0.6479 -1.9947 -0.2357
N -1.5384 0.1596 -1.1121
N 0.2073 3.1898 2.7477
H -0.6710 -0.6387 -0.6230
H -0.3361 0.5054 -0.0284
H 0.3885 -0.0235 0.8019
H -0.3284 0.3651 -0.0871
C 1.2478 1.4479 1.6994
O -3.2502 -1.5138 -4.1239
N 3.9238 -1.0480 0.9097
N -1.8502 1.8472 1.3827
H -0.3294 -0.0406 0.1428
H -0.3577 -0.0630 0.0581
H 0.3089 -0.4424 -0.2400
H 0.0362 -0.4206 -0.3030
C 3.8814 -1.2865 0.7179
O 1.5310 -1.5312 1.6205
N -0.3825 -1.3655 -5.4576
N -4.7158 4.1753 3.0472
H 0.5022 -0.2770 -0.4291
H -0.3807 -0.0236 -0.0496
H -0.5966 -0.1201 -0.2035
H 0.0024 0.5173 0.7205
C -0.8618 0.1042 -0.9607
O 1.3507 -0.0856 0.1463
N -0.6791 0.6436 1.6976
N 0.8755 0.1655 -1.4250
H -0.2718 -0.2575 0.2521
H -0.4792 0.1149 0.6322
H 0.0266 -0.4080 -0.3370
H 0.4688 -0.1446 0.3890
C -0.2856 0.0449 1.2430
C 1.0548 -1.7503 -0.7768
C 2.0001 1.7035 -2.0684
O -0.5881 -2.7321 0.5878
C -0.0472 1.6731 -0.7463
N -1.0932 -0.0953 0.4148
H -0.3391 0.4682 -0.2675
H 0.2393 0.5099 -0.1936
H 0.0159 0.0058 0.1004
H 0.3350 0.2447 0.6325
H -0.1423 0.2507 0.4294
H -0.7652 0.1854 -0.0723
H 0.6896 -0.1685 0.1196
H -0.4601 -0.1485 0.1994
H -0.3204 -0.1248 -0.2961
H 0.0394 -0.0164 -0.0868
H -0.3683 -0.6260 -0.3437

Values from the calculation:
molecular weight = 449.5 g mol⁻¹
multiplicity = 2
energy = -44635.3865 eV
charge = +1
HOMO-LUMO gap (alpha / beta) = 8.1 / 1.9 eV
HOMO (alpha / beta) = -10.976 / -10.962 eV
expectation value of S² = 0.759



No. 4
The following is a DFT calculation (the ωB97M-V functional and the def2-TZVPD basis) of C10H35N13O7Tl as an isolated structure.

Element x y z (Å)
Tl (20.9985, 1.0020, 12.4778)
C (20.9580, -0.2829, 16.9652)
C (21.9656, 0.5436, 16.1896)
C (23.3297, 0.4815, 16.8554)
O (24.3313, 1.0971, 16.0740)
C (25.5875, 1.1796, 16.7206)
N (22.1412, 0.0385, 14.7854)
H (21.3274, -1.3111, 17.0745)
H (19.9705, -0.2955, 16.5155)
H (21.0042, 0.0352, 18.0086)
H (21.5734, 1.5475, 16.0023)
H (23.6679, -0.5352, 17.0873)
H (23.2202, 1.0214, 17.8060)
H (25.4896, 1.5192, 17.7585)
H (26.2932, 1.7589, 16.1357)
H (26.0712, 0.2107, 16.9130)
H (21.9467, -0.9612, 14.8817)
H (23.1496, 0.0116, 14.6049)
C (22.7788, -2.7465, 12.3534)
O (22.2675, -1.6325, 12.5840)
N (22.1343, -3.6052, 11.5046)
N (23.9529, -3.1814, 12.8585)
H (21.1812, -3.3057, 11.3758)
H (22.4223, -4.5691, 11.5117)
H (24.0479, -4.1768, 12.9745)
H (24.5040, -2.5642, 13.4284)
C (19.2828, -1.9346, 10.1941)
O (20.0427, -1.2581, 10.9150)
N (19.3673, -1.8435, 8.8365)
N (18.4181, -2.8776, 10.6256)
H (18.5923, -1.8991, 8.1978)
H (20.1793, -1.3061, 8.5772)
H (18.1012, -3.5563, 9.9505)
H (18.2487, -3.1706, 11.5710)
C (19.8383, 4.1935, 10.7036)
O (19.9261, 3.3749, 11.6692)
N (20.1227, 3.8972, 9.4371)
N (19.2691, 5.3783, 10.9947)
H (19.9193, 4.5103, 8.6657)
H (20.4237, 2.9586, 9.2458)
H (19.0872, 5.6514, 11.9418)
H (18.9991, 5.9615, 10.2192)
C (22.6364, 4.0359, 14.5050)
O (22.1772, 3.2741, 13.6358)
N (23.5573, 3.6813, 15.4132)
N (22.1993, 5.3132, 14.5950)
H (23.9722, 2.7593, 15.3834)
H (23.9977, 4.3732, 15.9956)
H (21.4796, 5.6545, 13.9818)
H (22.5904, 6.0577, 15.1485)
C (19.0508, 2.8078, 15.6743)
O (19.6296, 2.4098, 14.6504)
N (17.7290, 2.5727, 15.8811)
N (19.6992, 3.4363, 16.6780)
H (17.1485, 2.1753, 15.1696)
H (17.3278, 2.8707, 16.7532)
H (20.6582, 3.7061, 16.5500)
H (19.1785, 3.8440, 17.4353)
C (18.6355, -1.7989, 14.1249)
O (19.5495, -0.9638, 13.9761)
N (17.3304, -1.4840, 14.1438)
N (18.9416, -3.1259, 14.2064)
H (17.1073, -0.5042, 14.1352)
H (16.5927, -2.1658, 14.1648)
H (18.2681, -3.8682, 14.1290)
H (19.8128, -3.3158, 14.6717)

Forces on the atoms, in the same order (eV/Å):
Tl -0.3998 -0.0283 2.3573
C 0.9360 -0.5033 0.2736
C -0.8257 0.5296 -1.3476
C 0.5936 0.6466 0.6806
O -0.2173 -0.1395 -0.5923
C 0.8012 -0.8677 1.2831
N 0.6659 -1.4662 0.4411
H -0.1086 -0.0833 -0.4314
H -0.0914 0.2456 0.2094
H -0.6401 0.4038 -0.0998
H 0.4157 0.2274 0.7127
H -0.4155 -0.1684 -0.0476
H 0.0620 -0.1020 0.0529
H -0.1614 0.7568 -0.2861
H -0.2792 0.3037 -0.0534
H -0.3478 -0.2591 -0.6533
H -0.6997 0.0898 -1.0627
H -0.1168 0.7506 -0.6555
C -0.8324 -0.3786 -1.1162
O 0.8847 0.7434 0.5866
N 0.4927 0.7829 1.0189
N -0.4057 0.1840 0.1780
H -0.1062 -0.5022 -0.2557
H -0.3525 -0.1195 -0.3866
H 0.4725 0.0379 0.0131
H 0.0311 -0.0922 0.0538
C -0.2402 -0.0922 -0.7976
O -0.1010 0.0499 0.7519
N 0.6566 0.5460 0.5065
N -0.2891 -0.4207 -0.0979
H -0.0443 -0.2404 0.0592
H -0.2646 0.1102 -0.4844
H -0.0096 0.1176 -0.1252
H 0.3924 0.6139 0.2746
C -1.2020 0.0206 0.6064
O 0.8328 -1.3075 0.3052
N 0.2805 -0.2906 0.1545
N 0.5987 -0.2612 -0.9431
H 0.1081 0.0660 0.0151
H 0.0060 0.0596 -0.2133
H -0.1062 -0.0723 0.0384
H -0.1007 0.3464 0.3033
C 0.1254 0.3533 0.0499
O -0.0858 -0.4893 -0.5387
N 0.1358 -0.0960 0.1084
N -0.7389 0.7432 -0.2217
H -0.0943 -0.0037 0.0003
H -0.0305 0.0262 0.0019
H 0.0413 -0.4565 -0.2544
H 0.4421 -0.4088 0.2186
C -0.4133 -0.8481 -0.7727
O 0.3246 -0.0294 -0.0560
N 0.4616 0.3595 0.5797
N -0.0261 0.0268 0.1411
H 0.0544 0.0546 -0.0905
H -0.4003 -0.0811 -0.1536
H -0.0323 0.0847 -0.0642
H 0.1672 0.1018 0.0647
C 0.0266 -0.3290 -0.7263
O -0.1275 0.4233 0.5378
N 0.2296 0.5088 -0.1844
N 0.3826 0.1104 -0.0962
H -0.2028 -0.0697 -0.2065
H -0.0290 0.0167 0.2404
H -0.1718 0.0810 0.5179
H 0.0887 -0.3157 -0.3221

Values from the calculation:
molecular weight = 653.9 g mol⁻¹
energy = -49312.5497 eV
charge = +3
HOMO-LUMO gap = 4.0 eV
HOMO = -17.386 eV



- Which of these has the highest energy?
  C10H35HgN4O11



- Among the records above, which one has the highest molecular weight?
  C10H35N13O7Tl